Run P
{"formula": "C7H10", "method": "ωB97M-V/def2-TZVPD", "symbols": ["C", "C", "C", "C", "C", "C", "C", "H", "H", "H", "H", "H", "H", "H", "H", "H", "H"], "xyz": [[0.51, -1.51, 0.16], [0.83, -0.70, -1.23], [-0.57, 0.01, -1.06], [-0.72, -0.74, 0.35], [-0.68, 0.66, 1.02], [0.53, 1.48, 0.72], [-0.56, 1.37, -0.31], [0.45, -2.58, -0.02], [0.44, -1.69, 1.47], [1.68, -0.02, -1.26], [0.89, -1.33, -2.14], [-1.27, -0.06, -1.89], [-1.14, -1.46, 1.14], [-1.36, 0.89, 1.84], [0.57, 2.43, 1.24], [1.50, 1.00, 0.61], [-1.08, 2.26, -0.66]], "nbo_charge": [-0.41, -0.41, -0.20, -0.26, -0.23, -0.42, -0.24, 0.21, 0.19, 0.21, 0.22, 0.22, 0.23, 0.22, 0.22, 0.21, 0.22], "mol_weight_g_mol": 94.2, "homo_energy_ha": -0.316, "smiles": "C1C[C@H]2[C@@H]1[C@H]1C[C@@H]21", "gap_ev": 9.7588}

Run Q
{"formula": "C7H10", "method": "ωB97M-V/def2-TZVPD", "symbols": ["C", "C", "C", "C", "C", "C", "C", "H", "H", "H", "H", "H", "H", "H", "H", "H", "H"], "xyz": [[-1.64, -0.54, 0.83], [-1.80, 0.63, 0.20], [-0.69, 0.85, -0.80], [0.38, -0.08, -0.25], [-0.40, -1.26, 0.33], [1.47, 0.53, 0.58], [1.80, -0.15, -0.72], [-2.30, -0.95, 1.59], [-2.61, 1.32, 0.36], [-1.02, 0.53, -1.81], [-0.35, 1.89, -0.89], [-0.67, -1.98, -0.45], [0.15, -1.80, 1.11], [1.52, 1.62, 0.62], [1.75, 0.03, 1.51], [2.30, -1.12, -0.67], [2.11, 0.47, -1.56]], "nbo_charge": [-0.19, -0.19, -0.43, -0.04, -0.43, -0.42, -0.42, 0.21, 0.21, 0.21, 0.21, 0.21, 0.21, 0.21, 0.21, 0.22, 0.22], "mol_weight_g_mol": 94.2, "homo_energy_ha": -0.337, "smiles": "C1=CCC2(C1)CC2", "gap_ev": 10.3493}

Run R
{"formula": "C7H10", "method": "ωB97M-V/def2-TZVPD", "symbols": ["C", "C", "C", "C", "C", "C", "C", "H", "H", "H", "H", "H", "H", "H", "H", "H", "H"], "xyz": [[-0.14, -0.54, 2.06], [-0.30, -0.48, 0.78], [-1.59, -0.62, -0.01], [-1.25, -0.40, -1.47], [0.05, -0.08, -1.66], [0.85, 0.06, -0.42], [1.50, 1.31, -0.11], [0.85, -0.50, 2.57], [-0.97, -0.88, 2.70], [-2.40, -0.13, 0.62], [-1.69, -1.81, 0.14], [-1.92, -0.67, -2.19], [0.51, 0.49, -2.44], [1.55, -0.87, -0.43], [2.34, 1.57, -0.83], [1.86, 1.37, 0.87], [0.74, 2.19, -0.19]], "nbo_charge": [-0.47, 0.08, -0.51, -0.17, -0.19, -0.27, -0.61, 0.21, 0.20, 0.24, 0.22, 0.20, 0.21, 0.21, 0.21, 0.22, 0.21], "mol_weight_g_mol": 94.2, "homo_energy_ha": -0.324, "smiles": "C=C1CC=C[C@H]1C", "gap_ev": 9.9273}

Run S
{"formula": "C7H10", "method": "ωB97M-V/def2-TZVPD", "symbols": ["C", "C", "C", "C", "C", "C", "C", "H", "H", "H", "H", "H", "H", "H", "H", "H", "H"], "xyz": [[1.77, 0.73, 0.52], [1.53, -0.74, 0.43], [0.67, -1.01, -0.81], [-0.46, -0.04, -0.20], [-1.90, -0.37, -0.25], [-1.70, 1.09, -0.46], [0.45, 0.16, 0.99], [1.82, 1.30, -0.41], [2.44, 1.07, 1.30], [2.15, -1.46, 0.96], [0.36, -2.07, -0.83], [1.15, -0.78, -1.77], [-2.14, -0.94, -1.15], [-2.50, -0.55, 0.62], [-2.03, 1.58, -1.37], [-1.75, 1.76, 0.40], [0.14, 0.28, 2.02]], "nbo_charge": [-0.42, -0.23, -0.38, -0.01, -0.44, -0.41, -0.23, 0.21, 0.22, 0.22, 0.21, 0.20, 0.22, 0.21, 0.21, 0.21, 0.22], "mol_weight_g_mol": 94.2, "homo_energy_ha": -0.318, "smiles": "C1[C@@H]2CC3(CC3)[C@H]12", "gap_ev": 9.8450}

Going by the energies, run Q is most stable and the next is 146.4 kJ/mol up.

Run P
{"formula": "C7H10", "method": "ωB97M-V/def2-TZVPD", "symbols": ["C", "C", "C", "C", "C", "C", "C", "H", "H", "H", "H", "H", "H", "H", "H", "H", "H"], "xyz": [[-1.74, 0.58, -0.48], [-1.17, -0.60, -0.70], [0.31, -0.89, -0.72], [0.76, -1.32, 0.68], [1.21, -0.25, 1.38], [1.36, 0.80, 0.53], [1.27, 0.35, -0.91], [-2.81, 0.66, -0.32], [-1.17, 1.51, -0.42], [-1.79, -1.49, -0.71], [0.51, -1.69, -1.45], [0.78, -2.37, 0.97], [1.33, 1.85, 0.81], [0.88, 1.13, -1.57], [2.22, 0.01, -1.32], [-1.32, 1.04, 2.01], [-0.71, 0.71, 2.30]], "nbo_charge": [-0.40, -0.17, -0.30, -0.11, -0.14, -0.11, -0.46, 0.21, 0.19, 0.20, 0.22, 0.21, 0.21, 0.22, 0.23, -0.02, 0.01], "mol_weight_g_mol": 94.2, "homo_energy_ha": [-0.291, -0.317], "smiles": "C=C[C@@H]1C=C=CC1.[H][H]", "gap_ev": [7.2870, 8.1058]}

Run Q
{"formula": "C7H10", "method": "ωB97M-V/def2-TZVPD", "symbols": ["C", "C", "C", "C", "C", "C", "C", "H", "H", "H", "H", "H", "H", "H", "H", "H", "H"], "xyz": [[0.03, 2.10, 0.25], [-0.98, 1.13, 0.90], [-0.84, 1.30, -0.64], [-0.25, 0.15, -1.36], [0.42, -0.80, -0.71], [0.50, -0.82, 0.79], [-0.48, -0.03, 1.59], [-0.19, 3.15, 0.40], [1.08, 1.83, 0.31], [-1.83, 1.65, 1.35], [-1.66, 1.82, -1.12], [-0.37, 0.11, -2.44], [0.86, -1.64, -1.26], [1.13, -3.94, -0.41], [0.54, -1.86, 1.16], [1.46, -0.39, 1.14], [0.51, -4.03, -0.01]], "nbo_charge": [-0.34, -0.40, -0.24, -0.20, -0.20, -0.63, 0.16, 0.23, 0.22, 0.22, 0.23, 0.22, 0.21, -0.01, 0.24, 0.27, 0.01], "mol_weight_g_mol": 94.2, "homo_energy_ha": -0.291, "gap_ev": 8.3166}

Run R
{"formula": "C7H10", "method": "ωB97M-V/def2-TZVPD", "symbols": ["C", "C", "C", "C", "C", "C", "C", "H", "H", "H", "H", "H", "H", "H", "H", "H", "H"], "xyz": [[-1.54, 0.75, 0.26], [-1.40, -0.77, -0.01], [-0.19, -0.45, -0.91], [-0.11, 1.01, -0.39], [1.36, 0.72, 0.09], [1.44, -0.38, 1.08], [1.21, -0.72, -0.37], [-2.28, 1.14, -0.44], [-1.85, 1.07, 1.26], [-1.14, -1.35, 0.88], [-2.24, -1.26, -0.51], [-0.32, -0.63, -1.98], [0.00, 1.88, -1.03], [2.22, 1.35, -0.16], [2.44, -0.66, 1.43], [0.68, -0.41, 1.85], [1.94, -1.33, -0.90]], "nbo_charge": [-0.40, -0.42, -0.20, -0.21, -0.22, -0.43, -0.23, 0.21, 0.20, 0.20, 0.20, 0.21, 0.21, 0.22, 0.22, 0.21, 0.21], "mol_weight_g_mol": 94.2, "homo_energy_ha": -0.332, "smiles": "C1C[C@H]2[C@@H]1[C@H]1C[C@@H]21", "gap_ev": 10.2450}

Going by the energies, run R is most stable and the next is 206.1 kJ/mol up.